Entry 1:
112
Properties=species:S:1:pos:R:3:forces:R:3:lowdin_charge:R:1 method="wB97M-V/def2-TZVPD" e_above_lowest_kj_mol=93.8 total_charge=+1 spin_multiplicity=1 homo_lumo_gap_ev=7.4
Ir -0.0798 0.2734 0.0775 -0.374 -0.520 0.775 0.360
F -4.0457 -1.0845 5.5330 -0.026 -0.019 0.062 0.162
C -3.6560 -0.6721 4.3403 0.023 -0.006 0.011 -0.127
C -4.5604 -0.5874 3.3004 -0.012 0.004 -0.022 -0.125
F -5.8276 -0.9092 3.5034 -0.045 -0.026 -0.003 0.156
C -4.1428 -0.1526 2.0502 0.027 0.075 0.032 -0.193
F -5.0852 -0.0544 1.1127 -0.011 -0.015 -0.029 0.115
C -2.8230 0.1919 1.7970 -0.040 -0.100 -0.057 -0.258
P -2.2004 0.8639 0.1842 0.084 0.535 0.112 0.816
C -3.2795 0.0595 -1.0234 0.050 -0.065 -0.025 -0.384
C -4.1221 0.7402 -1.8943 0.014 0.018 0.007 -0.099
C -4.9066 0.0286 -2.7890 -0.005 -0.013 -0.032 -0.056
C -4.8454 -1.3579 -2.8249 -0.009 0.022 -0.020 -0.062
C -3.9934 -2.0395 -1.9669 0.014 0.018 0.019 -0.064
C -3.2102 -1.3316 -1.0690 0.003 -0.047 -0.036 -0.102
C -2.6957 2.6028 0.4006 -0.167 -0.064 -0.102 -0.366
C -1.6982 3.5659 0.5176 0.014 -0.011 0.008 -0.131
C -2.0315 4.8931 0.7458 0.018 0.020 0.005 -0.060
C -3.3627 5.2656 0.8543 0.001 -0.012 0.005 -0.061
C -4.3649 4.3098 0.7387 0.026 -0.013 0.011 -0.059
C -4.0347 2.9823 0.5186 -0.035 -0.013 -0.006 -0.083
C -1.9439 0.0937 2.8679 -0.059 0.031 -0.002 -0.525
Br -0.1343 0.5706 2.6026 0.072 -0.072 -0.012 0.981
C -2.3346 -0.3179 4.1213 0.000 0.006 0.002 -0.250
F -1.4704 -0.3862 5.1294 -0.009 0.060 0.009 0.098
H -4.1674 1.8217 -1.8806 0.005 -0.011 0.007 0.101
H -5.5676 0.5601 -3.4612 0.006 -0.009 0.003 0.112
H -5.4621 -1.9072 -3.5243 0.007 0.005 0.006 0.111
H -3.9398 -3.1199 -1.9980 -0.009 0.000 0.010 0.109
H -2.5437 -1.8618 -0.3957 0.019 0.013 -0.021 0.102
H -0.6615 3.2685 0.4140 0.026 -0.007 0.025 0.063
H -1.2494 5.6362 0.8315 -0.009 -0.009 0.006 0.113
H -3.6223 6.3012 1.0325 0.005 -0.011 -0.019 0.112
H -5.4044 4.5992 0.8220 0.012 -0.008 0.001 0.112
H -4.8248 2.2463 0.4327 0.013 0.008 0.015 0.103
F -1.2615 4.8454 -7.6811 -0.005 0.011 -0.013 0.155
C -1.1946 4.2146 -6.5194 -0.008 -0.018 -0.018 -0.129
C -1.6828 4.8140 -5.3703 -0.042 0.029 0.019 -0.136
F -2.2233 6.0240 -5.4273 -0.003 0.028 -0.009 0.147
C -1.6075 4.1424 -4.1668 0.010 0.120 0.066 -0.234
F -2.0894 4.7347 -3.0691 0.014 0.001 -0.017 0.093
C -1.0502 2.8735 -4.0642 0.121 -0.176 0.033 -0.365
S -1.0520 2.2163 -2.4160 -0.515 0.570 0.197 0.744
C -0.5849 2.2938 -5.2273 -0.010 -0.191 -0.050 -0.211
F -0.0721 1.0625 -5.2001 0.006 -0.097 0.038 0.064
C -0.6491 2.9462 -6.4458 0.034 0.013 -0.002 -0.135
F -0.1944 2.3511 -7.5423 0.023 -0.012 -0.024 0.143
O 1.2792 -1.3390 0.7854 0.423 0.152 -0.377 -0.530
P 1.9064 -2.7201 0.6203 -0.184 0.053 0.243 0.880
C 0.7796 -3.7835 -0.3469 0.020 -0.055 -0.034 -0.345
C 1.1755 -5.2743 -0.4459 0.029 0.044 0.046 -0.172
C 2.0333 -5.6392 -1.6589 -0.062 0.025 -0.010 -0.192
C 1.4282 -5.1009 -2.9508 0.015 0.029 0.031 -0.190
C 1.2537 -3.5877 -2.8638 -0.052 -0.051 0.012 -0.202
C 0.3290 -3.2237 -1.7040 0.120 -0.098 -0.069 -0.184
C 2.0548 -3.5382 2.2598 -0.082 0.006 0.007 -0.326
C 2.5529 -2.5240 3.3210 0.002 -0.068 0.015 -0.193
C 2.1392 -2.9497 4.7274 -0.012 0.008 -0.014 -0.178
C 0.6112 -2.9164 4.8843 0.013 0.011 -0.020 -0.179
C -0.0939 -3.2532 3.5601 0.055 -0.001 0.028 -0.187
C 0.7651 -4.2309 2.7639 -0.001 0.038 -0.016 -0.181
C 3.5589 -2.6641 -0.1676 0.083 0.029 0.019 -0.311
C 4.8230 -2.8950 0.7032 -0.036 0.033 -0.010 -0.160
C 5.5898 -1.6030 1.0238 -0.038 -0.010 0.031 -0.178
C 4.6293 -0.4322 1.1861 -0.010 -0.067 -0.064 -0.176
C 3.9703 -0.1156 -0.1560 -0.022 -0.015 0.033 -0.201
C 3.6934 -1.3761 -0.9968 0.035 0.013 0.037 -0.185
H -0.0956 -3.7231 0.3090 -0.040 0.043 -0.023 0.106
H 0.2412 -5.8399 -0.5199 0.002 -0.016 0.022 0.127
H 1.6617 -5.6132 0.4725 -0.015 -0.007 -0.023 0.104
H 2.1298 -6.7253 -1.7033 -0.003 0.000 0.005 0.117
H 3.0491 -5.2508 -1.5519 0.027 -0.030 0.007 0.099
H 0.4481 -5.5632 -3.1128 0.021 -0.020 -0.024 0.120
H 2.0545 -5.3727 -3.8022 -0.011 0.015 -0.003 0.114
H 0.8299 -3.1964 -3.7912 0.028 0.015 0.002 0.110
H 2.2324 -3.1128 -2.7429 -0.005 0.022 -0.019 0.085
H -0.6568 -3.6524 -1.9183 -0.002 0.017 0.009 0.122
H 0.1801 -2.1495 -1.6281 -0.018 0.143 0.004 0.043
H 2.8145 -4.3129 2.1155 0.017 -0.003 0.016 0.115
H 2.1246 -1.5398 3.1142 0.017 0.001 -0.008 0.080
H 3.6361 -2.4199 3.2648 0.002 0.029 -0.013 0.102
H 2.6058 -2.2880 5.4580 0.008 -0.021 0.012 0.116
H 2.5240 -3.9522 4.9318 0.005 0.002 -0.006 0.116
H 0.2944 -1.9341 5.2360 0.034 -0.037 -0.007 0.090
H 0.3107 -3.6348 5.6496 -0.011 0.016 0.007 0.116
H -0.2402 -2.3487 2.9595 -0.019 -0.015 0.010 0.074
H -1.0826 -3.6729 3.7526 -0.004 -0.009 -0.017 0.117
H 0.2038 -4.6934 1.9561 -0.013 -0.009 0.019 0.086
H 1.0621 -5.0537 3.4196 -0.001 -0.001 -0.005 0.127
H 3.4975 -3.5010 -0.8632 -0.008 0.014 -0.036 0.085
H 5.4766 -3.5827 0.1635 0.007 0.003 0.003 0.118
H 4.5680 -3.4015 1.6324 0.004 -0.020 -0.005 0.081
H 6.2942 -1.3761 0.2184 0.004 0.006 0.006 0.118
H 6.1875 -1.7514 1.9244 0.008 -0.007 -0.013 0.115
H 5.1423 0.4499 1.5709 0.002 0.003 -0.007 0.120
H 3.8594 -0.6909 1.9161 0.014 0.025 0.028 0.086
H 4.6278 0.5424 -0.7290 -0.003 -0.025 0.030 0.091
H 3.0442 0.4322 0.0182 0.029 -0.044 0.004 0.057
H 4.5184 -1.5378 -1.6976 0.001 -0.006 -0.009 0.126
H 2.8029 -1.2311 -1.6087 -0.011 -0.006 -0.030 0.058
C 4.1383 -0.3656 -5.1101 0.017 0.011 0.008 -0.384
S 2.5207 -0.3503 -4.3086 -0.074 0.046 -0.040 0.900
C 2.6680 0.9685 -3.1727 0.001 0.015 0.042 -0.939
C 1.7283 1.3306 -2.2714 0.133 -0.065 0.043 -1.001
S 0.1543 0.5548 -2.1163 0.327 -0.290 -0.771 0.486
S 2.0818 2.6916 -1.2268 -0.031 0.084 0.005 0.896
C 3.6677 3.0150 -1.8391 -0.028 -0.083 -0.065 -1.470
S 4.6592 4.1774 -1.2966 0.011 0.018 0.033 0.630
S 4.1230 1.9231 -3.1321 0.052 0.090 -0.048 0.957
H 4.0204 -1.0264 -5.9666 -0.004 -0.038 0.023 0.046
H 4.9102 -0.7595 -4.4525 0.002 0.027 0.011 0.041
H 4.4113 0.6203 -5.4795 -0.022 -0.008 -0.028 0.028



Entry 2:
100
Properties=species:S:1:pos:R:3:forces:R:3:lowdin_charge:R:1 method="wB97M-V/def2-TZVPD" s_squared=6.0081 total_charge=+3 spin_multiplicity=5 homo_lumo_gap_ev="6.7 / 7.1"
Pm 0.1087 0.3624 0.8571 -0.171 1.734 -0.042 1.348
C -3.1157 -1.3344 1.9496 -0.206 0.039 0.433 -0.187
N -2.5338 -1.7568 0.6670 0.632 0.303 -0.097 -0.507
P -2.5112 -0.2858 -0.3213 -0.607 -0.990 -0.674 0.963
C -4.3092 -0.1847 -0.5765 0.185 0.368 0.095 -0.386
C -5.0244 0.9406 -0.1733 0.180 -0.055 -0.038 -0.100
C -6.4081 0.9379 -0.2300 -0.088 0.027 0.013 -0.048
C -7.0809 -0.1917 -0.6653 0.035 0.086 -0.019 -0.032
C -6.3750 -1.3146 -1.0759 0.059 -0.027 -0.001 -0.035
C -4.9925 -1.3161 -1.0331 0.068 0.011 0.113 -0.099
C -1.8009 -0.7782 -1.9534 -0.049 0.459 0.398 -0.358
C -0.4089 -0.8673 -2.0891 -0.251 0.323 0.062 -0.187
C 0.1668 -1.1947 -3.3031 0.247 0.032 0.290 -0.061
C -0.6348 -1.3983 -4.4179 -0.109 0.040 0.144 -0.035
C -2.0078 -1.2587 -4.3125 0.030 0.067 -0.084 -0.032
C -2.5878 -0.9448 -3.0920 0.029 -0.041 0.085 -0.063
P -0.9223 -2.3260 0.9919 -0.537 -1.625 -0.571 0.901
C -1.2168 -3.7559 2.0764 0.112 0.293 0.199 -0.359
C -0.2110 -4.2119 2.9221 -0.144 0.227 -0.106 -0.085
C -0.3923 -5.3995 3.6112 0.044 -0.077 0.001 -0.050
C -1.5646 -6.1224 3.4578 0.096 0.030 0.029 -0.037
C -2.5679 -5.6624 2.6182 -0.020 -0.002 -0.070 -0.039
C -2.3946 -4.4861 1.9151 0.077 0.114 0.041 -0.094
C -0.4812 -3.2522 -0.5102 0.335 0.091 0.217 -0.390
C 0.8794 -3.4046 -0.7724 -0.253 0.088 0.231 -0.122
C 1.2883 -4.2123 -1.8160 0.116 -0.090 -0.037 -0.058
C 0.3444 -4.8555 -2.6017 0.110 0.046 -0.021 -0.041
C -1.0083 -4.7036 -2.3389 -0.038 -0.041 0.023 -0.036
C -1.4266 -3.9143 -1.2835 0.077 0.089 0.096 -0.075
H -4.1581 -1.0545 1.8031 0.071 0.128 0.067 0.092
H -2.5670 -0.4672 2.4017 -0.289 -0.236 -0.052 0.069
H -3.0841 -2.1630 2.6551 0.012 0.129 0.041 0.081
H -4.5049 1.8050 0.2158 0.039 0.099 0.011 0.094
H -6.9650 1.8089 0.0799 -0.025 0.064 0.058 0.120
H -8.1588 -0.1977 -0.6759 -0.134 -0.013 -0.049 0.123
H -6.9062 -2.1902 -1.4183 -0.011 -0.063 -0.023 0.122
H -4.4413 -2.1990 -1.3231 -0.002 -0.095 -0.005 0.104
H 0.2688 -0.6817 -1.2223 -0.208 -0.392 -0.879 0.028
H 1.2363 -1.3019 -3.3851 0.161 0.012 -0.003 0.123
H -0.1831 -1.6468 -5.3642 0.064 -0.051 -0.122 0.125
H -2.6286 -1.3821 -5.1873 -0.075 -0.035 -0.034 0.124
H -3.6595 -0.8312 -3.0319 -0.022 0.013 -0.010 0.101
H 0.7075 -3.6476 3.0296 0.049 -0.022 0.068 0.087
H 0.3855 -5.7650 4.2613 0.091 -0.051 0.098 0.117
H -1.6951 -7.0517 3.9873 -0.019 -0.106 0.105 0.121
H -3.4811 -6.2260 2.5017 -0.063 -0.052 -0.001 0.121
H -3.1681 -4.1306 1.2493 -0.076 -0.015 -0.033 0.104
H 1.6061 -2.8989 -0.1381 0.056 -0.101 -0.095 0.082
H 2.3390 -4.3579 -2.0059 0.156 -0.011 -0.065 0.117
H 0.6650 -5.4877 -3.4140 0.043 -0.086 -0.098 0.120
H -1.7338 -5.2290 -2.9397 -0.096 -0.035 -0.080 0.121
H -2.4758 -3.8204 -1.0514 -0.151 0.030 -0.016 0.100
Cl 2.2951 -1.0203 2.1379 -0.308 -0.647 0.206 0.687
C 3.9370 -0.5225 1.7800 0.659 0.674 -0.423 -0.605
C 4.9956 -1.3180 2.1610 -0.214 -0.146 0.140 -0.063
C 6.2838 -0.8944 1.8585 -0.071 0.118 -0.052 -0.022
C 6.4903 0.3067 1.2006 0.042 -0.093 0.048 -0.024
C 5.4153 1.0949 0.8260 -0.253 -0.010 0.049 -0.043
C 4.1147 0.6906 1.1158 -0.341 -0.247 -0.207 -0.389
P 2.6312 1.6458 0.6329 1.368 0.718 0.878 1.001
C 2.1005 2.2807 2.2993 -0.384 -0.226 -0.543 -0.428
C 2.9270 2.2683 3.4204 -0.101 -0.111 -0.115 -0.063
C 2.4584 2.7461 4.6350 0.057 -0.020 -0.129 -0.012
C 1.1651 3.2299 4.7473 -0.181 0.026 -0.146 -0.024
C 0.3316 3.2610 3.6369 -0.096 -0.029 0.055 -0.047
C 0.7853 2.7793 2.4122 0.228 0.057 -0.229 -0.197
C 3.3598 3.1051 -0.1610 -0.485 -0.200 -0.252 -0.408
C 3.7253 4.2389 0.5598 -0.086 -0.180 0.018 -0.071
C 4.3768 5.2737 -0.0879 0.034 0.052 0.011 -0.039
C 4.6614 5.1825 -1.4418 -0.033 -0.011 0.013 -0.035
C 4.2753 4.0628 -2.1648 0.045 0.010 -0.093 -0.052
C 3.6199 3.0239 -1.5297 -0.090 -0.062 0.154 -0.116
H 4.8304 -2.2463 2.6837 -0.026 -0.127 0.056 0.123
H 7.1227 -1.5103 2.1375 0.089 -0.090 0.066 0.128
H 7.4913 0.6366 0.9743 0.128 0.001 -0.023 0.127
H 5.5862 2.0272 0.3097 0.008 0.071 -0.042 0.114
H 3.9416 1.9035 3.3413 0.040 -0.034 0.014 0.122
H 3.1160 2.7546 5.4893 0.063 -0.006 0.130 0.129
H 0.8113 3.6102 5.6911 -0.054 0.048 0.135 0.127
H -0.6548 3.6939 3.7194 -0.081 0.007 0.009 0.122
H 0.1938 2.9748 1.5010 0.125 -0.074 0.308 0.071
H 3.5151 4.3061 1.6173 0.020 0.056 0.061 0.109
H 4.6735 6.1467 0.4706 0.041 0.120 0.052 0.122
H 5.1887 5.9843 -1.9331 0.040 0.104 -0.074 0.123
H 4.4973 3.9992 -3.2181 0.031 -0.013 -0.129 0.119
H 3.3288 2.1346 -2.0766 0.035 -0.013 -0.103 0.106
C -0.1420 2.6139 -3.3696 -0.153 0.159 0.641 -0.117
P -0.6963 3.0757 -1.7043 -0.246 0.637 -0.646 0.668
C -2.5040 3.2796 -1.7038 0.694 -0.143 0.015 -0.138
C 0.0175 4.6763 -1.2142 -0.188 -0.561 -0.134 -0.126
O -0.2702 1.9767 -0.7273 0.264 -0.553 0.996 -0.621
H -0.4360 3.3483 -4.1126 -0.085 0.142 -0.051 0.076
H -0.5724 1.6460 -3.6194 -0.082 -0.079 -0.017 0.046
H 0.9430 2.5258 -3.3655 0.076 0.025 0.028 0.057
H -2.7678 4.0475 -2.4253 -0.081 0.132 -0.099 0.076
H -2.8396 3.5903 -0.7146 0.042 0.035 0.017 0.063
H -3.0025 2.3510 -1.9786 0.043 -0.070 -0.060 0.044
H -0.1725 5.4228 -1.9811 -0.049 0.050 -0.142 0.076
H 1.0949 4.5865 -1.0662 -0.008 -0.073 -0.031 0.044
H -0.4516 5.0180 -0.2911 -0.006 -0.049 0.042 0.067